Formula: C7H10ClN4OS
Source: OMol25
Level of theory: ωB97M-V with the def2-TZVPD basis set

```
24
Properties=species:S:1:pos:R:3:forces:R:3:mulliken_charge:R:1
C 2.70197 -0.34772 0.04372 1.13 0.07 -0.90 -0.340
C 1.49381 -0.45970 0.43805 -2.83 0.43 1.11 -0.156
C 0.83657 1.78846 2.32864 1.03 -0.76 -1.94 0.265
C 3.78338 1.70968 0.83042 -0.72 -1.37 -0.98 0.528
C 0.09410 -1.16561 -1.39927 -0.60 0.25 0.37 -0.064
C -2.27141 -1.66925 -1.17662 -3.18 -0.73 0.14 -0.733
C -2.84369 -0.43213 -0.56973 1.90 0.39 1.08 -0.768
N 3.51069 0.65250 0.36734 1.68 1.03 0.95 -0.234
N 1.13271 2.62913 1.53107 -1.16 -1.52 0.61 -0.258
N -1.12286 -1.39577 -1.89567 2.93 0.37 -1.80 -0.087
N 0.39965 -1.09284 -0.10487 0.51 -1.10 -0.12 -0.234
O 4.11276 2.75663 1.14329 0.81 2.28 1.09 -0.400
S -1.99217 0.35479 0.86413 -1.12 0.50 0.91 -0.139
Cl 0.99823 1.20538 3.87464 -0.15 0.19 0.67 -0.048
H 3.20148 -0.95203 -0.64759 0.24 -1.64 -1.19 0.511
H 0.91178 -0.97035 -2.07564 -0.14 0.46 -0.22 0.437
H -3.07773 -2.00271 -1.93640 1.36 0.15 1.28 0.354
H -2.16140 -2.43384 -0.42622 0.26 -0.62 0.10 0.343
H -2.59502 0.35585 -1.21961 -1.43 0.91 -1.58 0.403
H -3.79782 -0.68501 -0.24288 -1.96 0.37 0.04 0.470
H 1.21823 3.59201 1.39682 0.47 1.75 0.14 0.254
H -1.30948 -1.09347 -2.86012 0.73 -0.49 0.53 0.295
H -0.13041 -1.53620 0.62600 -0.98 -0.05 -0.16 0.421
H -3.09337 1.19220 1.11049 1.22 -0.87 -0.13 0.179
```
Positions in Å, forces in eV/Å.

Calculated values
Total charge = +1
Electronic energy = -38773.3889 eV
F_max = 3.46 eV/A
HOMO energy (spin up / spin down) = -0.3818 / -0.4319 hartree
HOMO-LUMO gap (spin up / spin down) = 5.5 / 8.0 eV